Molecular formula: C35H65FN3O3Si
Method: DFT, ωB97M-V/def2-TZVPD

Calculated values
charge	+1
molar mass	623.01	g/mol
E	-2151.7419	Eh
HOMO	-0.399	hartree
orbital gap	8.465	eV

Each line ends with the Löwdin charge.
Cartesian coordinates (Å):
C (6.321, 0.428, 3.467)  -0.0665
C (6.175, 0.721, 1.934)  -0.1084
C (4.690, 0.669, 1.582)  -0.2242
N (3.782, 1.251, 2.379)  0.2199
C (2.538, 1.014, 1.780)  -0.1193
C (1.293, 1.567, 2.449)  -0.0855
C (0.441, 2.525, 1.517)  -0.1494
C (-0.936, 1.853, 1.347)  -0.2217
C (-1.977, 2.672, 0.536)  -0.1618
C (-2.765, 1.719, -0.440)  -0.2071
C (-4.251, 1.510, -0.065)  -0.1932
C (-4.522, 0.464, 1.066)  -0.2278
C (-3.476, -0.681, 1.188)  -0.2608
Si (-3.598, -2.054, -0.109)  0.6014
C (-2.790, -1.586, -1.774)  -0.1615
C (-5.370, -2.593, -0.494)  -0.1690
C (-2.526, -3.493, 0.547)  -0.2427
C (-1.456, -3.179, 1.394)  -0.1316
C (-0.607, -4.161, 1.910)  -0.1023
C (-0.831, -5.490, 1.558)  -0.0967
C (-1.897, -5.822, 0.731)  -0.0880
C (-2.738, -4.840, 0.220)  -0.0855
C (2.710, 0.282, 0.660)  -0.1750
N (1.701, -0.196, -0.207)  0.0100
C (1.612, -1.683, -0.088)  -0.0109
C (1.915, 0.216, -1.567)  -0.4463
C (1.979, 1.714, -1.923)  0.0319
O (2.011, -0.578, -2.480)  0.0880
N (4.118, 0.095, 0.547)  0.0934
C (4.841, -0.599, -0.511)  -0.0340
C (5.516, 0.396, -1.502)  -0.3225
C (6.922, -0.048, -1.969)  -0.0142
F (5.626, 1.689, -0.982)  -0.0175
H (5.561, -0.318, 3.745)  0.0844
H (6.068, 1.351, 4.013)  0.0773
H (7.319, 0.059, 3.721)  0.0864
H (6.643, -0.109, 1.385)  0.1083
H (6.621, 1.679, 1.639)  0.1310
H (3.926, 1.750, 3.243)  0.1768
H (0.667, 0.691, 2.701)  0.1193
H (1.554, 2.046, 3.404)  0.1188
H (0.974, 2.550, 0.560)  0.0774
H (0.392, 3.502, 2.037)  0.1087
H (-0.743, 0.863, 0.893)  0.0846
H (-1.369, 1.640, 2.342)  0.1213
H (-2.651, 3.262, 1.174)  0.1095
H (-1.440, 3.403, -0.097)  0.1065
H (-2.206, 0.793, -0.617)  0.0625
H (-2.770, 2.255, -1.409)  0.1086
H (-4.853, 1.295, -0.962)  0.1046
H (-4.611, 2.482, 0.319)  0.1046
H (-5.486, -0.020, 0.819)  0.0910
H (-4.675, 0.954, 2.042)  0.1036
H (-3.660, -1.170, 2.167)  0.0903
H (-2.430, -0.343, 1.214)  0.0332
H (-2.580, -2.482, -2.379)  0.0236
H (-1.802, -1.122, -1.578)  0.0159
H (-3.424, -0.846, -2.286)  0.0359
H (-5.318, -3.479, -1.149)  0.0337
H (-5.882, -2.810, 0.455)  0.0396
H (-5.874, -1.784, -1.048)  0.0351
H (-1.219, -2.148, 1.681)  0.0862
H (0.230, -3.902, 2.565)  0.0989
H (-0.165, -6.259, 1.957)  0.1044
H (-2.056, -6.876, 0.485)  0.1090
H (-3.566, -5.128, -0.433)  0.1047
H (1.817, -1.929, 0.967)  0.1006
H (2.368, -2.214, -0.685)  0.0862
H (0.600, -2.043, -0.312)  0.0889
H (2.806, 1.877, -2.624)  0.0881
H (1.053, 1.970, -2.465)  0.1031
H (2.015, 2.354, -1.033)  0.0599
H (4.175, -1.248, -1.094)  0.1245
H (5.616, -1.264, -0.099)  0.1307
H (4.878, 0.467, -2.398)  0.1350
H (6.877, -0.524, -2.958)  0.0918
H (7.516, 0.872, -2.093)  0.0941
H (7.435, -0.677, -1.225)  0.0798
C (-3.245, -6.683, -6.493)  -0.0794
C (-3.816, -5.466, -5.786)  -0.2806
O (-3.196, -5.188, -4.542)  -0.1684
C (-1.811, -4.893, -4.586)  -0.2866
C (-1.483, -3.652, -5.400)  -0.0793
H (-3.236, -7.546, -5.825)  0.0826
H (-3.841, -6.926, -7.373)  0.0782
H (-2.218, -6.513, -6.822)  0.0660
H (-4.868, -5.647, -5.563)  0.1182
H (-3.782, -4.585, -6.436)  0.1078
H (-1.247, -5.760, -4.945)  0.1080
H (-1.503, -4.727, -3.552)  0.1084
H (-1.686, -3.804, -6.462)  0.0676
H (-0.428, -3.396, -5.296)  0.0756
H (-2.087, -2.805, -5.069)  0.0746
C (1.365, 7.339, 4.468)  -0.0782
C (0.890, 6.785, 3.136)  -0.2825
O (-0.120, 5.797, 3.257)  -0.1886
C (-1.335, 6.212, 3.863)  -0.2761
C (-2.049, 7.314, 3.099)  -0.0752
H (1.647, 6.528, 5.143)  0.0806
H (2.226, 7.993, 4.324)  0.0789
H (0.585, 7.919, 4.964)  0.0697
H (1.730, 6.297, 2.636)  0.1129
H (0.559, 7.591, 2.473)  0.1103
H (-1.163, 6.504, 4.904)  0.1093
H (-1.975, 5.328, 3.887)  0.1154
H (-1.489, 8.250, 3.127)  0.0690
H (-3.032, 7.500, 3.534)  0.0806
H (-2.173, 7.037, 2.051)  0.0818